C12H46AlB4N2O4 as an isolated structure at a distorted geometry. Source: the OMol25 dataset; level of theory: ωB97M-V/def2-TZVPD.

The geometry in XYZ format:
```
69
Properties=species:S:1:pos:R:3:nbo_charge:R:1
Al -10.146 0.827 15.558 1.418
B -7.526 2.762 16.075 -0.717
H -7.104 3.388 16.847 0.037
H -7.216 1.737 16.202 -0.035
H -8.573 2.982 16.213 0.091
H -7.237 3.056 15.078 0.023
B -12.222 -1.456 15.490 -0.771
H -13.129 -1.132 15.002 0.009
H -12.033 -0.892 16.390 -0.027
H -12.298 -2.526 15.609 0.014
H -11.441 -1.213 14.787 -0.021
B -9.581 3.219 13.477 -0.775
H -10.206 2.514 12.951 -0.010
H -9.931 3.349 14.489 0.057
H -8.584 2.807 13.457 -0.025
H -9.632 4.150 12.935 0.069
B -10.727 5.247 16.500 -0.784
H -11.403 4.632 15.927 -0.032
H -10.526 6.144 15.935 -0.007
H -11.220 5.364 17.453 -0.038
H -9.871 4.623 16.707 0.010
C -8.027 0.650 19.048 -0.238
O -9.266 1.143 18.448 -0.577
C -9.858 2.351 19.092 -0.068
C -11.386 2.451 18.866 -0.249
N -11.728 2.653 17.468 -0.625
C -13.188 2.530 17.259 -0.241
C -13.600 2.824 15.855 -0.056
O -12.779 2.333 14.798 -0.527
C -13.205 2.709 13.502 -0.240
H -8.351 0.327 20.037 0.161
H -7.244 1.407 19.096 0.198
H -7.625 -0.191 18.482 0.189
H -9.262 3.160 18.671 0.230
H -9.638 2.327 20.159 0.165
H -11.922 3.246 19.384 0.201
H -11.740 1.529 19.327 0.187
H -11.466 3.598 17.229 0.500
H -13.810 3.155 17.900 0.186
H -13.493 1.547 17.618 0.192
H -13.854 3.864 15.648 0.189
H -14.562 2.319 15.770 0.158
H -14.225 2.367 13.328 0.147
H -12.530 2.369 12.717 0.215
H -13.278 3.792 13.403 0.179
C -11.392 -0.518 11.939 -0.266
O -10.188 -0.050 12.665 -0.516
C -9.126 -0.758 12.029 -0.078
C -7.845 -0.374 12.721 -0.254
N -7.841 -0.556 14.231 -0.586
C -7.999 -1.981 14.585 -0.248
C -8.002 -2.179 16.049 -0.059
O -9.023 -1.529 16.694 -0.546
C -9.509 -2.163 17.868 -0.240
H -11.215 -0.478 10.864 0.170
H -12.261 0.099 12.166 0.209
H -11.772 -1.493 12.243 0.190
H -9.006 -0.406 11.005 0.186
H -9.286 -1.836 12.072 0.164
H -7.641 0.685 12.563 0.250
H -6.936 -0.826 12.324 0.176
H -6.919 -0.268 14.525 0.386
H -7.126 -2.492 14.178 0.172
H -8.836 -2.470 14.087 0.211
H -7.033 -1.797 16.368 0.162
H -8.047 -3.244 16.277 0.176
H -9.929 -3.086 17.470 0.191
H -10.153 -1.418 18.337 0.225
H -8.623 -2.367 18.468 0.162
```

* frontier orbital gap: 4.29 eV
* strongest force on any atom: 5.36 eV/A
* ΔE to the lowest compared entry with this formula, charge and spin: 4.313 eV
* HOMO energy: -5.26 eV
* charge: -1
* electronic energy: -33644.98896 eV